(1)
Computed, not measured: one molecule with the formula C17H24O4, with ωB97M-V/def2-TZVPD.

XYZ file:
```
45
Properties=species:S:1:pos:R:3
O -2.0096 0.1245 3.2582
O 2.2964 -0.5452 -3.6966
O 2.5279 -4.0731 -0.4585
O 3.4543 -2.7969 -2.8926
C -1.3465 0.7432 2.4477
C -0.4363 -0.0656 1.5252
C 0.2689 0.3852 0.4832
C 1.4026 -0.1794 -1.4991
C 1.5180 -1.9270 0.1084
C 2.0142 -1.0571 -2.4288
C 2.2591 -2.7690 -0.7508
C 2.5176 -2.2653 -2.0338
C 1.1143 -0.5877 -0.2565
C 1.6225 0.7240 -4.1412
C 1.4685 -4.9026 -0.8085
C 4.7630 -3.2620 -2.2857
C -2.8948 4.2646 1.8656
C -3.8594 2.5405 3.3597
C -3.5074 2.0952 0.8263
C -1.5355 2.2387 2.5295
C -2.9732 2.7559 2.0869
H -0.1934 -1.1023 1.8672
H 0.2697 1.4088 0.2050
H 1.0995 0.7709 -1.8692
H 1.1371 -2.3362 1.0542
H 1.6822 0.7937 -5.2733
H 1.9410 1.6511 -3.5601
H 0.5827 0.5545 -4.0287
H 1.7067 -5.9631 -0.7561
H 0.6026 -4.7095 -0.2223
H 1.2687 -4.6707 -1.8144
H 4.5773 -4.0589 -1.6117
H 5.2129 -2.3305 -1.7893
H 5.3717 -3.5417 -3.2067
H -2.0967 4.4420 1.0926
H -3.8726 4.7077 1.6848
H -2.5125 4.5854 2.9032
H -4.6954 3.2467 3.4111
H -4.3839 1.5819 3.2016
H -3.2629 2.5330 4.2586
H -4.3801 2.5772 0.4524
H -2.7901 2.1034 0.0187
H -3.8053 1.0737 1.1329
H -1.3889 2.5102 3.5967
H -0.7350 2.7322 2.0143
```

The SMILES is COc1cc(/C=C/C(=O)CC(C)(C)C)cc(OC)c1OC.

Here are the Löwdin charges for atoms 1 to 8, given in e:
1. O 0.067
2. O -0.086
3. O -0.096
4. O -0.094
5. C -0.371
6. C 0.009
7. C -0.023
8. C 0.002

(2)
Computed, not measured: one molecule with the formula C4H3I, with ωB97M-V/def2-TZVPD.

XYZ file:
```
8
C4H3I (ωB97M-V/def2-TZVPD)
C -0.0577 -0.0341 -0.1235
C 0.1096 -1.4884 -0.1675
C 1.2343 -0.5700 0.1495
C -1.0365 0.9022 0.0147
I -3.1415 0.2910 -0.0271
H 2.0472 -0.7177 -0.6729
H 1.6708 -0.3072 1.0666
H -0.8262 1.9242 -0.2399
```

Löwdin atomic charges, in units of e:
1. C -0.443
2. C 0.154
3. C -0.189
4. C -0.470
5. I 0.690
6. H 0.140
7. H 0.092
8. H 0.026

For reference, energy above the lowest of the compared OMol25 structures with the same formula, charge and spin by record: 470.09 333.73 kJ/mol.
For reference, calculated total energy by record: -962.9879 -451.6874 Ha.
For reference, frontier orbital gap by record: 8.28 7.77 eV.